[1]
C5H8O3 | ωB97M-V with the def2-TZVPD basis set

Calculated values
net charge	0
orbital gap	0.346	Eh
electronic energy	-420.9064	hartree
E_LUMO	0.211	eV

Last column: Mulliken charge in e.
Positions of all 16 atoms, in Å:
C1 0.33184 0.79886 0.54676  0.16
C2 -0.61883 0.22731 -0.84327  -0.74
C3 0.14976 -2.03629 0.09990  -1.29
C4 0.44213 -0.73729 -0.59832  0.90
C5 -1.01900 1.84412 0.65440  -0.03
O1 1.41260 1.49524 0.29303  -0.75
O2 1.65226 -0.56031 -1.12233  -0.69
O3 -1.95049 1.67537 1.39197  -0.47
H1 2.00373 0.52805 -0.56888  0.43
H2 0.20980 0.26089 1.48864  0.40
H3 -0.45213 0.88298 -1.69523  0.34
H4 -1.63496 -0.09083 -0.62833  0.31
H5 -0.75292 2.79799 0.16214  0.37
H6 1.03043 -2.37139 0.65022  0.34
H7 -0.67470 -1.92345 0.80739  0.36
H8 -0.12952 -2.79125 -0.63809  0.36



[2]
C5H8O4 | ωB97M-V with the def2-TZVPD basis set

Calculated values
net charge	-1
orbital gap (alpha / beta)	0.266 / 0.129	Eh
electronic energy	-496.2629	hartree
E_LUMO (alpha / beta)	3.234 / -0.509	eV
2S+1	2

Last column: Löwdin spin population.
Positions of all 17 atoms, in Å:
C1 0.70502 1.86615 -1.54371  0.08
C2 -0.68105 1.36267 -2.12535  0.07
O1 -1.67132 1.65143 -1.39914  0.79
O2 -0.70129 0.64523 -3.11614  0.04
H1 0.62972 2.07927 -0.48178  0.00
H2 0.77953 2.75004 -2.17249  0.00
H3 1.42431 1.09213 -1.76077  0.01
C3 1.05607 -1.79085 1.36427  0.00
C4 1.70092 -0.86648 0.28570  0.00
C5 -0.10677 -1.09447 2.06728  0.00
O3 -1.23015 -1.61829 1.88006  0.00
O4 0.21061 -0.10574 2.78653  0.00
H4 0.68709 -2.68041 0.85090  0.00
H5 1.87650 -2.09976 2.02031  0.00
H6 2.54898 -1.32780 -0.22474  0.00
H7 2.20145 -0.02591 0.78495  0.00
H8 0.86798 -0.53230 -0.32709  0.00



[3]
C5H8O4 | ωB97M-V with the def2-TZVPD basis set

Calculated values
net charge	-2
orbital gap	0.294	Eh
electronic energy	-496.3073	hartree
E_LUMO	6.587	eV

Last column: Mulliken charge in e.
Positions of all 17 atoms, in Å:
C1 -0.89536 -2.71808 -1.47165  -0.76
C2 0.16862 -2.33262 -2.53463  0.50
O1 1.13358 -1.55499 -2.33613  -0.71
O2 -0.14025 -2.81573 -3.66424  -0.75
H1 -1.37737 -3.61004 -1.86459  0.29
H2 -1.66604 -1.94377 -1.41219  0.17
H3 -0.52822 -2.92357 -0.46352  0.25
C3 0.70213 1.60318 1.82655  -0.26
C4 0.95748 1.95575 0.35983  -0.83
C5 -0.77400 1.74945 2.24461  0.38
O3 -0.94368 2.22601 3.40979  -0.79
O4 -1.70352 1.40243 1.48102  -0.72
H4 0.89898 0.56338 2.09082  0.22
H5 1.27735 2.19871 2.53314  0.24
H6 0.03781 2.30568 -0.13031  0.29
H7 1.23977 1.07564 -0.23338  0.19
H8 1.61273 2.81857 0.16491  0.29



[4]
C5H8O8P2S | ωB97M-V with the def2-TZVPD basis set

Calculated values
net charge	0
orbital gap	0.300	Eh
electronic energy	-1878.0880	hartree
E_LUMO	-1.262	eV

Last column: Mulliken charge in e.
Positions of all 24 atoms, in Å:
C1 0.96623 3.17046 0.46529  -0.29
C2 1.75712 2.20442 0.01342  0.06
O1 2.42376 0.94423 -0.22290  -0.24
P1 1.69352 0.07476 -1.51671  0.95
O2 2.41124 0.55012 -2.81947  -0.68
O3 0.05835 0.57697 -1.68377  -0.37
C3 -0.77966 0.08185 -0.59053  -0.17
C4 -2.13218 0.95670 -0.51320  -0.60
C5 -3.23115 0.22636 0.44219  0.55
O4 -3.25993 -1.05204 0.60992  -0.56
O5 -4.23608 1.05494 1.08525  -0.46
O6 1.90856 -1.62849 -1.44799  -0.22
P2 2.11417 -2.21985 0.15504  0.75
O7 0.73547 -2.07072 1.15614  -0.44
O8 3.46850 -1.58615 0.98704  -0.44
S1 2.44630 -4.15475 -0.02499  -0.43
H1 0.57937 4.08439 1.06835  0.35
H2 -0.23665 0.21190 0.43829  0.31
H3 -0.97273 -1.06751 -0.67105  0.36
H4 -2.56830 1.08779 -1.57015  0.34
H5 -1.98703 2.02217 -0.08302  0.18
H6 -4.79331 0.40734 1.58764  0.36
H7 0.55746 -2.97372 1.52604  0.32
H8 3.07697 -0.90117 1.60915  0.36



[5]
C5H8OS | ωB97M-V with the def2-TZVPD basis set

Calculated values
net charge	0
orbital gap	0.276	Eh
electronic energy	-668.5741	hartree
E_LUMO	-1.056	eV

Last column: Mulliken charge in e.
Positions of all 15 atoms, in Å:
C1 3.22180 0.43369 0.16023  -0.90
C2 1.88792 -0.38281 -0.10171  -0.02
C3 0.70718 0.18461 -0.47333  -0.46
C4 -0.68355 -0.17074 -0.22314  0.14
C5 -1.79426 0.90844 -0.14538  -0.37
H1 3.44801 0.06786 1.18898  0.29
H2 2.77878 1.48980 0.28682  0.26
H3 4.14122 0.33234 -0.64964  0.26
H4 2.21722 -1.46201 0.03617  0.32
H5 0.73404 1.22189 -0.80930  0.43
H6 -2.54372 0.96897 -1.15269  0.26
H7 -2.56115 0.54790 0.67497  0.26
H8 -0.55875 2.11460 1.18099  0.37
O1 -1.37088 2.19912 0.20389  -0.58
S1 -1.04520 -1.79459 0.14453  -0.24



[6]
C5H8OSe | ωB97M-V with the def2-TZVPD basis set

Calculated values
net charge	0
orbital gap	0.309	Eh
electronic energy	-2671.8083	hartree
E_LUMO	0.172	eV

Last column: Mulliken charge in e.
Positions of all 15 atoms, in Å:
C1 0.80207 0.27103 -1.67555  0.03
C2 -0.04479 1.12612 -0.77009  -0.53
C3 1.55602 -1.56033 1.69154  -0.51
C4 -1.25324 0.44876 -0.17196  -0.43
C5 -0.80768 -0.16829 1.14426  -0.95
O1 0.42067 -0.80096 -2.06219  -0.48
Se1 0.18728 -1.92729 0.70093  0.23
H1 0.60005 1.52916 0.09363  0.31
H2 -0.06952 1.94511 -1.44086  0.40
H3 2.29892 -2.51722 1.82103  0.19
H4 1.61289 0.96877 -2.07295  0.29
H5 -2.17661 1.09420 0.00367  0.29
H6 -1.66562 -0.38173 -0.77461  0.35
H7 0.13787 0.38199 1.69215  0.36
H8 -1.59832 -0.40932 1.82098  0.46



[7]
C5H8P2 | ωB97M-V with the def2-TZVPD basis set

Calculated values
net charge	0
orbital gap	0.299	Eh
electronic energy	-877.9429	hartree
E_LUMO	-0.314	eV
SMILES	CCP1=CC=CP=1

Last column: Mulliken charge in e.
Positions of all 15 atoms, in Å:
C1 -1.03965 1.80679 0.60177  -0.25
C2 -0.69724 2.34615 -0.67396  -0.11
C3 -1.21480 0.45915 0.65717  -0.60
C4 1.52418 -1.37020 0.22455  -0.96
C5 0.19431 -1.80736 -0.33926  -0.52
P1 -1.03506 -0.41865 -0.89752  -0.05
P2 -0.28338 1.29589 -1.94381  -0.18
H1 -1.08669 2.64848 1.38609  0.25
H2 -0.58480 3.46241 -0.65711  0.30
H3 -1.51081 -0.02133 1.46642  0.60
H4 1.38492 -1.34646 1.25687  0.31
H5 2.45818 -1.96052 -0.02005  0.30
H6 1.75303 -0.43358 -0.14448  0.27
H7 -0.25860 -2.37155 0.46340  0.34
H8 0.39640 -2.28922 -1.38008  0.31



[8]
C5H8S | ωB97M-V with the def2-TZVPD basis set

Calculated values
net charge	0
orbital gap	0.305	Eh
electronic energy	-593.3848	hartree
E_LUMO	0.891	eV
SMILES	CCC1=C(C)S1

Last column: Mulliken charge in e.
Positions of all 14 atoms, in Å:
C1 -1.28370 -0.35138 0.10124  0.19
C2 -0.67974 0.81570 0.02909  -0.13
C3 -1.47433 -1.80688 0.20096  -0.97
C4 1.82776 0.46293 -0.34666  -1.10
C5 0.82835 1.46549 0.25694  -0.12
S1 -2.53604 1.08547 -0.28542  -0.33
H1 -1.88333 -2.08954 -0.71523  0.33
H2 -2.09767 -2.02456 1.00153  0.33
H3 -0.50144 -2.36768 0.25928  0.26
H4 2.01441 -0.37463 0.33711  0.27
H5 2.64942 1.04853 -0.55798  0.40
H6 1.45095 0.11403 -1.31555  0.32
H7 0.72860 2.49378 -0.26487  0.25
H8 0.95676 1.52872 1.29956  0.30



[9]
C5H8S | ωB97M-V with the def2-TZVPD basis set

Calculated values
net charge	0
orbital gap	0.311	Eh
electronic energy	-593.3399	hartree
E_LUMO	0.768	eV

Last column: Mulliken charge in e.
Positions of all 14 atoms, in Å:
C1 -1.23750 -0.24002 1.37886  -0.10
C2 -1.09568 0.12611 0.07454  -0.10
C3 1.06902 0.35156 0.56503  -0.38
C4 -1.60367 0.41944 -1.28281  -0.79
C5 2.06090 -0.61578 -0.03755  -0.78
S1 0.27083 -0.06614 2.17437  -0.16
H1 -2.17324 -0.39569 1.97213  0.31
H2 1.06734 1.46926 0.42013  0.43
H3 -2.08172 1.39693 -1.07608  0.26
H4 -2.42680 -0.34890 -1.51318  0.27
H5 -0.75285 0.43954 -2.00163  0.24
H6 3.16171 -0.24165 -0.05620  0.26
H7 1.70014 -0.68473 -1.04599  0.21
H8 2.04149 -1.60993 0.42839  0.31



[10]
C5H8S | ωB97M-V with the def2-TZVPD basis set

Calculated values
net charge	0
orbital gap (alpha / beta)	0.274 / 0.274	Eh
electronic energy	-593.3020	hartree
E_LUMO (alpha / beta)	-0.530 / -0.529	eV

Last column: Mulliken charge in e.
Positions of all 14 atoms, in Å:
C1 -1.15103 0.66475 0.74721  -0.51
C2 -0.25049 -0.86299 -1.58116  -0.37
C3 0.07226 -1.60367 -0.26886  -0.54
C4 -0.44977 -0.17920 -0.18552  0.31
C5 1.08744 1.45761 0.72077  -0.83
S1 -1.60048 0.19795 2.23297  -0.24
H1 -1.54941 1.55179 0.27499  0.33
H2 0.66357 -0.56593 -2.08811  0.22
H3 -1.12327 -1.05546 -2.24251  0.25
H4 -0.48805 -2.44647 0.07311  0.24
H5 1.11985 -1.90623 -0.04188  0.20
H6 0.51938 1.64902 1.60552  0.35
H7 1.28647 2.35045 0.13417  0.27
H8 1.86352 0.74837 0.61930  0.32



Look up the electronic energy of the first one.
-420.9064 hartree